# 1
Density functional theory data (the ωB97M-V functional and the def2-TZVPD basis) for a cluster of 2 separate species, H4O2 in total in a non-equilibrium geometry.

```
6
H4O2 (the ωB97M-V functional and the def2-TZVPD basis)
O -0.01076 -0.67426 1.32738
H 0.81632 -1.18847 1.58349
H -0.17933 -1.17761 0.49729
O -0.03575 0.67755 -1.21749
H -0.00087 1.53734 -1.71334
H -0.58962 0.82545 -0.47734
```

gap between HOMO and LUMO: 12.2614 eV
ΔE to the lowest compared entry with this formula, charge and spin: 6.4 kcal/mol
HOMO energy: -11.299 eV
spin multiplicity: 1
max |F|: 2.73 eV Å⁻¹
total charge: 0
SMILES: O.O

---

# 2
Density functional theory data (the ωB97M-V functional and the def2-TZVPD basis) for a cluster of 2 separate species, C4H6N2O3S in total in a non-equilibrium geometry.

```
16
C4H6N2O3S (the ωB97M-V functional and the def2-TZVPD basis)
C -1.11236 1.29002 0.34079
C -0.28825 2.31122 0.24611
C 0.53084 -0.35505 -0.00894
C 2.16810 -2.07414 -0.11618
N -0.66169 -0.04523 0.27016
N 0.57666 3.18654 0.07707
O -3.32562 -0.63069 1.29222
O -3.33990 -0.05811 -1.11825
O 0.77226 -1.63981 -0.03394
S -3.00362 -1.01615 -0.07338
H -2.08406 1.56673 0.55808
H 1.33719 0.29346 -0.18614
H 2.70241 -1.25018 0.24107
H 2.59157 -2.21294 -1.14740
H 2.36712 -3.01853 0.49315
H 0.76934 3.65286 -0.83442
```

gap between HOMO and LUMO: 8.2610 eV
ΔE to the lowest compared entry with this formula, charge and spin: 49.6 kcal/mol
HOMO energy: -8.374 eV
spin multiplicity: 1
max |F|: 3.25 eV Å⁻¹
total charge: 0

---

# 3
Density functional theory data (the ωB97M-V functional and the def2-TZVPD basis) for a structure of composition C30H43BrCaN2P2S in a non-equilibrium geometry.

```
80
C30H43BrCaN2P2S (the ωB97M-V functional and the def2-TZVPD basis)
C -1.54489 6.82722 -2.73940
C -1.90655 5.46850 -2.86649
C -2.02090 4.92300 -4.15788
C -1.64871 5.69897 -5.25914
N -1.27359 6.95460 -5.10587
C -1.21030 7.52531 -3.91607
C -1.89857 4.45178 -1.78755
C -1.10101 3.62355 -1.28583
C -0.13367 2.59857 -1.01204
C 1.02678 2.83460 -0.26091
C 1.76428 1.77458 0.22053
C 1.40793 0.44773 -0.07779
C 0.45214 0.24763 -1.07952
C -0.33124 1.29356 -1.54147
Ca -2.89088 2.25070 -0.88925
P 2.40691 -0.93312 0.50717
H -2.24006 3.86988 -4.32057
H -1.43423 7.35523 -1.79582
H -1.64033 5.27456 -6.26373
H -0.86420 8.56046 -3.88880
H -1.00229 1.15719 -2.42854
H 1.28423 3.85986 -0.00715
H 0.30733 -0.74337 -1.52162
H 2.63924 1.98282 0.83480
C 1.55938 -1.93275 1.71797
C 2.10643 -3.35004 1.93476
H 0.49620 -1.94380 1.42969
H 1.60413 -1.34844 2.65124
H 1.96951 -3.64261 2.98120
H 1.57928 -4.07753 1.31441
H 3.17735 -3.46215 1.72596
C 2.85574 -1.76598 -1.01886
C 3.41193 -0.82544 -2.11140
H 1.95772 -2.30294 -1.37583
H 3.59216 -2.52574 -0.71607
H 3.49733 -1.38162 -3.05360
H 2.75209 0.04004 -2.29187
H 4.41414 -0.44423 -1.85817
C 3.85206 -0.20862 1.27212
C 4.98734 -1.20077 1.57583
H 3.48625 0.27373 2.19637
H 4.21229 0.58959 0.60221
H 5.84492 -0.62577 1.96233
H 4.69039 -1.94287 2.33927
H 5.32194 -1.73738 0.66793
Br -1.68956 0.40677 1.29059
P -2.74909 -3.01517 -1.57741
C -0.91859 -3.27901 -1.53669
C -0.54461 -4.73201 -1.84951
H -0.55264 -2.97979 -0.54142
H -0.45854 -2.60404 -2.27425
H 0.54103 -4.81949 -1.98669
H -0.84042 -5.40177 -1.03096
H -1.02757 -5.06599 -2.77701
C -3.15186 -2.83122 0.20841
C -4.54253 -3.42936 0.47746
H -3.05701 -1.77268 0.51057
H -2.38548 -3.37998 0.77822
H -4.74465 -3.43458 1.55367
H -5.33214 -2.84796 -0.01702
H -4.58236 -4.46902 0.11985
C -2.91640 -1.35405 -2.32865
C -3.21192 -1.50849 -3.82740
H -1.99109 -0.79502 -2.13996
H -3.73658 -0.83808 -1.80543
H -3.52415 -0.54814 -4.25191
H -2.32096 -1.85030 -4.37505
H -4.02798 -2.22884 -3.99525
S -0.04843 2.27951 3.22699
C 0.09170 1.43408 4.65615
N -1.02056 1.11896 5.42198
C -0.95002 0.46089 6.61742
C 0.27070 0.03239 7.08891
C 1.43031 0.31822 6.35886
C 1.34413 1.00905 5.15588
H -1.91558 1.46014 5.05474
H -1.89439 0.34271 7.14689
H 0.32552 -0.49085 8.04172
H 2.40782 0.04199 6.74136
H 2.20793 1.28265 4.56240
```

gap between HOMO and LUMO: 3.9713 eV
ΔE to the lowest compared entry with this formula, charge and spin: 0.0 kcal/mol
HOMO energy: -11.465 eV
spin multiplicity: 1
max |F|: 3.52 eV Å⁻¹
total charge: +2

---

# 4
Density functional theory data (the ωB97M-V functional and the def2-TZVPD basis) for a cluster of 7 separate species, C13H37FNO7S in total in a non-equilibrium geometry.

```
60
C13H37FNO7S (the ωB97M-V functional and the def2-TZVPD basis)
C -5.03666 -3.59039 1.94408
O -3.73188 -3.86700 1.25661
C -2.96327 -2.62388 1.42653
C -1.48024 -2.62269 0.72289
C -0.54357 -1.38380 1.32868
C -1.37857 0.03816 1.47751
C -2.01672 0.58637 0.06579
C -1.02177 1.54572 -0.81595
C 0.01200 0.71795 -1.80646
C 1.48563 1.47126 -1.98530
C 2.66232 0.84894 -1.02833
C 2.34227 1.01441 0.57257
N 3.30350 1.50030 1.42661
F 3.12263 1.67669 2.76372
C 4.54751 1.81034 0.56880
S 4.72246 3.69775 0.80158
C 4.16756 1.52897 -1.03547
H -4.90146 -3.53697 3.12425
H -5.47298 -2.53220 1.63463
H -5.83135 -4.40099 1.63422
H -3.55877 -1.71160 0.94136
H -2.77398 -2.45195 2.59228
H -1.63984 -2.55241 -0.43885
H -0.94056 -3.63587 1.01083
H -0.14108 -1.69355 2.40506
H 0.40928 -1.26834 0.62825
H -2.29320 -0.04065 2.24045
H -0.66218 0.86143 1.96106
H -2.95114 1.26175 0.36995
H -2.44242 -0.25246 -0.63068
H -1.69808 2.20590 -1.54175
H -0.45772 2.33334 -0.12823
H 0.23049 -0.34891 -1.34763
H -0.44124 0.54403 -2.88708
H 1.39268 2.65371 -1.90209
H 1.80552 1.26244 -3.11429
H 2.91605 -0.28448 -1.19751
H 1.33626 0.72052 1.09556
H 5.50098 1.14608 0.84146
H 3.46048 4.15275 1.25060
H 4.30658 2.56999 -1.59964
H 4.89492 0.77594 -1.58450
O -3.16038 1.65823 -3.29714
H -3.98807 2.08763 -3.56066
H -3.03404 0.96501 -3.96232
O 4.98510 -1.22505 -1.02077
H 4.97453 -1.65824 -0.15409
H 5.90427 -0.93752 -1.12770
O -1.64523 -1.61329 -3.99555
H -0.90216 -2.23481 -3.97402
H -2.00409 -1.64601 -3.09603
O 6.01707 2.62441 -3.35087
H 6.34162 2.24708 -4.18226
H 6.39572 3.51623 -3.33485
O -4.64168 0.68771 2.31715
H -4.34210 1.08263 3.14974
H -5.46518 1.15793 2.11785
O -1.47900 -1.33847 4.67377
H -0.59543 -1.20100 5.04699
H -1.60135 -2.29907 4.70917
```

gap between HOMO and LUMO: 7.3010 eV
HOMO energy: -11.583 eV
spin multiplicity: 1
max |F|: 6.86 eV Å⁻¹
total charge: +1

---

# 5
Density functional theory data (the ωB97M-V functional and the def2-TZVPD basis) for the ion C6H13FN3 with charge +1 in a non-equilibrium geometry.

```
23
C6H13FN3 (the ωB97M-V functional and the def2-TZVPD basis)
C 2.77221 -1.11945 0.87680
C 1.38159 -0.45173 0.50559
F 1.15721 0.55383 1.47719
C 1.39199 0.23007 -0.91928
N 0.40797 1.36848 -0.93929
C -0.86581 1.05769 -0.75094
N -1.73646 0.19711 -1.56031
C -2.19016 -0.78190 -0.49375
C -2.09616 0.06099 0.87547
N -1.72795 1.43633 0.34074
H 3.30589 -0.45428 1.60975
H 2.61164 -2.12280 1.34425
H 3.35746 -1.20603 -0.07147
H 0.56455 -1.21827 0.51157
H 1.14878 -0.47188 -1.75623
H 2.39560 0.66860 -1.13570
H 0.73150 2.33132 -1.04191
H -2.60352 0.75016 -1.64315
H -3.20160 -1.23486 -0.63818
H -1.34881 -1.52984 -0.52315
H -1.27980 -0.31787 1.53795
H -3.04161 0.25854 1.43199
H -1.13451 1.99581 0.96207
```

gap between HOMO and LUMO: 9.1441 eV
ΔE to the lowest compared entry with this formula, charge and spin: 61.6 kcal/mol
HOMO energy: -14.578 eV
spin multiplicity: 1
max |F|: 4.69 eV Å⁻¹
total charge: +1
SMILES: C[C@@H](F)CNC1=[NH+]CCN1

---

# 6
Density functional theory data (the ωB97M-V functional and the def2-TZVPD basis) for an isolated molecule of C8H24N4Si2 in a non-equilibrium geometry.

```
38
C8H24N4Si2 (the ωB97M-V functional and the def2-TZVPD basis)
C 0.50321 2.72436 1.46815
N 0.42715 1.43500 0.75210
N 0.72409 1.43697 -0.70226
C -0.42024 1.68238 -1.56267
Si 1.35868 -0.22565 -1.04635
C 1.41831 -0.33390 -2.95562
C 3.12070 0.02201 -0.44427
N 0.30958 -1.48891 -0.21503
C 0.34490 -2.81139 -0.86200
N -1.02122 -0.92641 -0.18357
C -2.10352 -1.82421 0.19329
Si -0.85331 0.23538 1.20388
C -0.30198 -0.52096 2.83737
C -2.53127 1.01821 1.37176
H 1.47248 3.17577 1.29411
H -0.26606 3.44741 1.13282
H 0.41788 2.59448 2.52577
H -0.92863 0.75260 -1.75248
H -0.11453 2.15765 -2.50547
H -1.09845 2.36344 -1.04529
H 1.61259 0.59425 -3.49996
H 2.20668 -1.05280 -3.14584
H 0.47629 -0.76658 -3.26445
H 3.32288 1.04905 -0.68737
H 3.31104 -0.15231 0.61312
H 3.79979 -0.60422 -1.02371
H 1.36562 -3.10734 -1.12458
H -0.26102 -2.80131 -1.78156
H -0.00329 -3.58017 -0.17369
H -2.28610 -2.51862 -0.65805
H -1.82647 -2.40734 1.09648
H -3.01010 -1.25980 0.38445
H -0.83639 -0.05547 3.66789
H 0.76302 -0.26965 2.95453
H -0.44803 -1.59915 2.87799
H -3.00245 0.64167 2.26742
H -2.41453 2.09482 1.45397
H -3.22728 0.88073 0.53915
```

gap between HOMO and LUMO: 8.3834 eV
HOMO energy: -7.535 eV
spin multiplicity: 1
max |F|: 2.51 eV Å⁻¹
total charge: 0
SMILES: CN1N(C)[Si](C)(C)N(C)N(C)[Si]1(C)C